No. 1
ORCA calculation (wB97M-V/def2-TZVPD) on a cluster of 11 separate species, C42H94Cl8N9O11P3 in total at a distorted geometry.

The SMILES is CN(C)P(=O)(N(C)C)N(C)C.CN(C)P(=O)(N(C)C)N(C)C.CN(C)P(=O)(N(C)C)N(C)C.O=C1CCCO1.O=C1CCCO1.O=C1CCCO1.O=C1CCCO1.ClCCCl.ClCCCl.ClCCCl.ClCCCl. The value obtained for the lowest unoccupied orbital energy is -0.05 eV.

XYZ file:
```
167
Properties=species:S:1:pos:R:3:forces:R:3
C -5.805 -2.263 1.938 -1.34 0.13 -0.25
H 3.221 1.941 -1.640 0.39 -0.15 -0.09
C 3.237 1.732 -0.566 -0.96 -0.31 -1.82
H -1.087 2.455 -0.884 -0.41 0.08 0.06
Cl 0.733 3.647 5.022 -0.28 0.10 -0.13
H -2.555 -1.245 -5.040 0.01 0.20 -0.07
N 3.204 -3.176 6.269 -0.27 0.78 -0.87
C -3.978 3.348 0.909 1.10 0.13 1.45
H 1.367 -3.750 -3.193 0.04 -0.24 -0.17
H -0.775 1.351 3.310 -0.32 -0.34 -0.15
H -1.823 -2.694 -5.608 0.23 -0.08 -0.69
H 4.375 3.659 7.483 0.86 -0.14 0.34
C 1.904 -2.496 6.170 -0.06 -1.45 0.12
C -0.276 0.474 3.731 -0.04 1.26 -1.87
H 3.524 -2.684 1.574 0.15 -0.23 -0.05
H 2.397 3.778 2.736 0.41 0.44 -0.03
H 1.474 1.493 -5.952 0.27 -0.14 -0.18
H 1.054 1.833 1.161 0.35 0.44 0.24
C 0.390 3.977 3.306 -0.44 0.23 -0.96
H 3.079 -1.010 2.894 0.26 0.08 -0.03
O -3.242 -0.064 0.806 -0.15 -0.23 0.38
H -5.493 0.798 -5.770 -0.09 0.03 0.18
H 3.879 -6.122 6.420 0.01 -0.42 0.24
C 2.399 2.195 -7.744 1.25 1.10 -0.85
H -1.971 -2.847 -8.272 0.01 0.44 0.10
H -3.026 3.609 0.451 -0.08 -0.17 -0.17
C -1.657 -1.615 -5.537 -0.17 0.40 0.50
C 3.038 2.016 7.712 0.22 -0.91 1.24
H 2.540 6.849 -2.980 -0.56 -0.09 -0.30
N 0.488 -1.201 -0.863 1.65 -0.30 0.72
H -1.176 2.257 -3.316 0.22 0.36 0.01
H -3.511 -3.565 -7.962 -0.19 -0.16 -0.30
C -3.032 -2.745 -8.499 0.04 0.38 0.63
H 3.451 2.281 -7.482 -0.18 -0.46 0.69
Cl 4.064 -4.491 -3.878 0.49 -0.45 0.04
H 0.119 0.771 5.823 -0.40 -0.44 0.14
C -3.780 3.377 2.427 1.60 -0.96 -0.01
H 3.062 2.728 -0.157 0.06 -0.21 0.63
C 1.350 -2.138 -0.089 0.04 1.90 -0.08
H 0.243 0.271 -7.040 0.58 -0.24 -0.74
C -0.666 0.350 5.197 0.71 -0.52 -1.32
H -0.645 -2.951 -1.370 0.51 -0.04 -0.16
C -0.833 -1.775 4.195 -0.41 0.13 -0.58
H -4.276 0.269 -4.600 0.01 -0.39 0.06
H 4.475 -6.840 4.948 -0.22 -0.49 -0.04
Cl 1.664 7.618 -0.949 0.24 -0.26 -0.03
C -4.915 -1.253 -8.748 0.67 1.78 1.39
H 3.107 -1.137 4.644 0.25 0.25 -0.18
C 3.567 -1.509 3.729 -0.14 -0.96 0.77
C -0.178 1.832 -3.272 1.54 -1.60 -0.07
H -4.634 5.388 0.803 0.09 -0.07 -0.34
H -5.164 -1.876 -0.105 0.26 0.19 -0.05
H -4.047 -2.866 0.841 0.30 0.25 -0.07
C 4.385 2.585 7.312 -0.42 -0.24 -0.84
Cl 2.020 6.147 3.030 0.19 -0.10 -0.16
H -4.796 -0.792 -6.019 -0.05 -0.17 0.66
N -3.567 0.740 -6.534 0.50 -0.43 -0.84
H 0.061 5.927 -2.539 0.10 -0.18 -0.72
C 1.422 2.345 -6.631 -0.40 -0.61 0.45
C 3.413 1.657 5.468 0.15 -0.81 -2.22
H -1.915 0.879 -1.092 0.07 -0.15 0.03
H 2.062 -2.636 -0.749 -0.23 -0.72 0.19
N 3.295 -2.957 3.647 -0.26 0.52 0.23
H 3.645 -2.327 -4.672 0.12 0.20 0.28
H -3.640 2.487 -5.418 -0.03 0.42 -0.31
H 0.962 0.174 1.332 0.62 -0.17 0.06
C -0.600 -0.849 3.008 -0.53 0.35 1.42
H 0.208 -1.175 2.358 -0.18 -0.29 0.12
H 4.207 1.300 -0.328 -0.02 0.12 0.35
C -4.053 -0.730 1.395 -0.36 -0.12 -1.16
H 1.337 4.737 -3.174 -0.63 -0.25 0.05
C 3.213 -3.442 2.286 -0.52 -1.86 0.28
H 4.649 -1.373 3.774 -0.03 0.56 -0.24
O -4.873 3.821 3.031 -0.84 0.54 0.98
P 3.856 -3.923 4.892 -0.27 0.60 0.09
H -6.656 3.489 2.039 0.03 -0.01 0.02
H -6.373 -0.840 3.426 0.18 0.24 0.06
H 1.235 -4.484 3.899 0.33 -0.03 -0.36
H -1.550 -0.866 2.474 0.16 0.21 -0.26
H 0.406 2.339 -7.025 -0.02 0.51 0.07
N 2.104 0.810 -0.312 1.64 -0.05 0.16
C 0.985 5.378 -2.368 0.14 1.34 -0.42
N -3.656 -1.475 -8.038 0.58 -1.56 0.47
H -6.796 -1.936 1.612 0.18 0.16 -0.55
O 2.243 -0.324 -2.744 -0.62 0.87 0.28
C 2.121 6.341 -2.114 0.51 -0.28 0.37
P -2.659 -0.190 -7.626 -0.38 -0.21 -0.17
O 4.456 2.408 5.883 -0.97 0.00 -0.92
O -2.199 0.532 -8.837 0.32 0.38 0.88
H -0.847 -1.483 -4.816 0.10 0.12 -0.10
H 3.147 1.551 8.694 -0.21 -0.07 -0.01
H -0.034 1.141 -4.113 -0.79 -0.55 0.09
H 0.654 -1.377 -6.649 -0.23 -0.29 -0.08
C 1.600 4.497 2.545 -0.73 -1.00 0.56
Cl 1.404 -4.018 -5.577 -0.09 0.38 0.56
H 4.116 -2.483 8.016 0.08 0.12 0.05
H -6.037 -3.290 2.219 0.76 -0.09 0.21
H 1.327 4.440 1.494 0.25 0.45 -0.02
H 1.272 -6.221 3.573 0.83 -0.23 -0.16
H -3.136 -2.858 -9.579 -0.14 -0.04 -0.03
O 3.137 1.435 4.304 0.82 0.74 0.71
H 2.498 1.035 1.812 0.24 -0.28 -0.24
H -6.231 5.235 2.231 -0.29 -0.30 1.06
O 5.332 -4.076 4.954 -0.85 -0.42 0.51
H 0.968 -5.538 5.160 -0.10 -0.42 0.10
C -0.026 -0.768 -7.245 -0.04 0.78 0.50
H -5.755 4.230 -0.022 0.34 0.34 -0.32
Cl 0.615 4.464 -0.919 0.06 -0.67 0.45
C 1.594 -5.446 4.267 -0.05 1.29 1.57
C -4.577 0.210 -5.649 -0.29 0.18 -0.73
H 3.428 -2.513 -2.856 0.12 0.44 -0.28
H -1.623 0.808 5.442 -0.03 -0.06 -0.10
H 0.024 3.085 2.793 0.41 -0.32 0.42
H 2.259 2.771 7.812 0.18 0.18 -0.14
H -4.653 -0.833 -9.721 -0.70 -0.44 -0.38
C -0.579 -1.884 -1.573 -0.66 1.28 -0.17
H 2.212 -3.834 2.069 -0.36 0.81 -0.22
C 3.567 -6.503 5.445 0.08 1.39 0.05
H 4.503 -4.115 7.603 -0.31 -0.31 0.24
H 2.261 1.266 -8.293 -0.30 0.13 -0.07
Cl 1.691 3.731 -5.546 0.09 0.35 -0.49
H 1.604 -2.543 5.126 -0.10 0.48 0.12
H -0.474 4.631 3.192 0.21 0.35 0.57
H -2.030 1.814 -5.643 0.25 0.50 -0.10
H -5.380 -0.464 -8.148 -0.43 0.17 -0.52
C -2.974 2.036 -6.150 -0.21 -1.53 -0.35
P 1.337 0.072 -1.633 -1.93 0.63 1.84
C 3.677 -3.406 7.615 0.66 1.03 -0.18
O -4.596 -0.338 2.566 0.87 0.23 -0.35
Cl 2.367 3.607 -8.920 -0.52 -0.60 0.25
H -1.525 -1.461 -1.220 -0.17 -0.05 -0.26
C 1.749 -3.145 -4.014 0.25 -0.24 -0.24
H -0.464 -1.648 -2.632 -0.42 -0.54 -0.16
C 3.257 -2.919 -3.848 -1.20 -0.30 -0.07
H -5.600 -2.095 -8.680 0.33 -0.27 -0.47
C -5.852 4.224 2.083 0.36 0.66 -0.87
H 1.867 -1.489 6.588 0.20 -0.10 -0.18
H 2.994 0.009 6.725 -0.31 0.07 0.01
C -0.957 1.375 -0.938 0.83 0.64 -0.04
C -5.049 4.382 0.797 -1.41 -0.66 -0.88
H 2.789 -7.246 5.596 0.19 -0.18 -0.21
H 2.932 5.704 -1.754 0.14 0.48 0.55
H 1.147 -3.086 6.698 -0.09 0.06 0.18
O -1.168 -2.932 4.145 0.48 0.41 0.40
H -4.189 2.288 0.758 -0.37 0.14 -0.63
H 5.215 1.962 7.642 0.10 0.69 0.79
H -5.040 -1.824 3.954 0.46 0.12 -0.17
C 1.695 0.945 1.081 -1.98 -0.06 -0.71
N 0.034 1.139 -1.977 0.78 -0.98 -1.40
H -0.495 1.099 0.004 -0.55 -0.27 0.13
N 3.008 -5.343 4.713 -0.41 -1.01 -1.52
C 2.668 1.038 6.588 -0.05 1.99 1.33
O -2.819 2.996 3.051 -0.34 0.28 -0.27
C -5.456 -1.320 3.079 -1.15 -0.86 1.10
H 1.168 -2.227 -4.023 0.36 0.17 -0.17
O -0.763 -1.068 5.344 -0.23 -1.06 1.23
H -2.858 2.567 -7.093 0.25 0.63 0.45
N -1.388 -0.841 -6.746 -1.09 -0.91 0.02
H 1.953 -1.512 0.571 0.12 -0.18 -0.01
H 0.678 2.455 -3.549 -0.59 0.95 0.75
H 1.617 1.267 6.431 0.14 -1.14 -0.32
H 2.850 -3.615 8.297 0.05 -0.68 -0.10
H 0.048 -1.025 -8.300 0.11 0.12 0.02
H 0.734 -2.734 0.580 0.05 -0.49 -0.42
C -4.735 -2.021 0.883 -0.07 -0.05 0.84
H 0.770 0.671 3.485 0.23 0.03 1.04
H 3.727 -4.402 2.170 0.86 0.43 -0.14
```
Positions in Å, forces in eV/Å.


No. 2
ORCA calculation (wB97M-V/def2-TZVPD) on a structure of composition C42H96AsF6N5O5 at a distorted geometry.

As for the charge: +4. The calculation puts the relative energy (zero: lowest compared OMol25 entry of this formula, charge and spin) at 78.2 kcal per mole. The value obtained for the lowest unoccupied orbital energy is -12.64 eV.

XYZ file:
```
155
Properties=species:S:1:pos:R:3:forces:R:3
H 2.795 1.158 -1.897 -0.15 0.34 -0.45
C 2.876 -2.997 5.396 0.87 -0.77 -0.49
C 0.448 -2.342 -6.042 -0.76 0.23 -0.59
H 0.856 1.965 1.025 -0.24 -0.58 0.63
H 0.107 3.412 0.697 -0.08 0.32 0.04
C -1.216 4.189 6.853 -1.33 0.66 -0.75
H 1.379 -5.878 -2.065 0.14 0.02 -0.64
H 1.511 2.663 -7.997 -0.66 -0.09 0.24
C 1.412 -1.045 1.244 0.58 -0.10 0.11
H -0.685 1.434 6.292 -0.65 -0.21 0.00
C 3.318 0.286 3.349 1.18 -0.97 -1.12
C -2.829 -4.189 -3.683 0.88 0.88 -1.16
O 2.362 2.687 -6.099 0.08 2.36 -0.49
C 3.706 -0.479 2.038 0.60 0.60 -0.14
H -2.907 4.837 4.015 -1.11 0.28 -0.11
H 2.407 4.623 -3.657 0.53 -0.11 -1.04
C 6.713 1.480 -3.216 -0.55 0.59 -0.50
C 3.066 0.954 -4.625 0.01 0.16 -0.54
H -0.975 2.212 1.239 0.16 -0.59 0.01
C -2.819 -0.079 2.753 0.94 -1.21 1.27
H -7.247 -2.457 2.091 0.15 0.89 0.22
H -0.891 5.222 6.978 -0.03 0.08 -0.26
H 1.574 -0.376 0.399 0.20 -0.88 -0.91
H 2.295 3.805 -2.319 0.30 -0.78 0.59
H -2.873 2.378 5.256 0.09 -0.24 0.27
H -4.966 -3.543 -0.780 -1.04 0.41 0.23
C -0.238 -0.142 -6.591 0.07 0.32 -0.37
H 1.469 4.281 -7.213 -0.23 -0.49 0.77
H 3.282 -0.269 5.479 -0.52 0.16 -0.09
C 1.061 -1.598 4.577 -0.42 -0.48 -1.86
H -5.881 -4.906 1.222 -0.22 0.30 -0.23
H -7.329 -2.981 0.513 0.82 -0.45 -0.45
C -5.067 0.505 2.178 -1.41 0.04 -1.25
C -4.502 -2.848 -0.081 0.09 1.35 1.02
H 3.763 -2.090 -0.479 -1.02 1.12 0.10
H -0.318 3.596 7.028 -0.44 -0.42 -0.03
H 4.666 3.535 -2.788 -0.01 -0.94 0.47
H 0.129 -2.005 -1.823 -0.48 -0.16 -0.29
H -5.818 -4.393 2.863 0.33 0.28 0.08
C 0.357 -2.036 -2.888 1.20 -0.89 -1.57
H 0.703 -0.950 3.777 -0.22 0.16 0.28
H -3.510 -3.299 -0.114 0.46 0.29 0.83
H 6.897 2.550 -3.316 0.00 0.02 0.26
H 3.140 -0.126 -4.492 0.87 -0.22 -0.88
H -3.303 0.454 0.154 -0.43 0.12 -0.09
As -1.294 1.756 -2.065 1.18 2.42 -1.36
H -1.069 0.658 4.685 -0.22 -0.13 0.41
H -3.971 -1.365 -1.511 0.34 0.28 0.04
C 3.582 -2.468 0.528 0.17 -1.08 -0.28
C 5.491 1.067 -4.079 0.30 -1.12 0.52
H 7.623 1.003 -3.581 -0.24 -0.16 -0.44
H 0.490 0.349 -5.946 0.26 -0.08 0.01
H -0.852 -4.333 -1.974 0.13 0.12 0.10
O 2.186 -3.739 2.740 4.28 7.67 0.39
F -0.236 3.148 -1.547 -0.39 -1.46 -1.25
C -3.972 -0.511 1.908 0.51 -0.26 0.49
H 4.474 1.118 -1.478 0.37 0.14 -0.57
H 0.512 -2.537 4.504 -0.09 -0.02 -0.01
C -4.435 -1.365 -0.524 0.99 -0.52 -0.55
C -1.888 2.597 4.844 -1.20 1.51 0.80
H 2.573 0.808 -6.711 -0.12 -0.66 0.02
H 4.490 -0.986 4.568 0.12 -0.30 -0.24
H -2.080 2.684 3.774 0.45 -0.06 -0.02
C 3.771 0.841 -2.264 -0.41 0.70 -0.65
H -3.776 4.324 5.538 0.22 0.13 -0.16
F -2.275 2.330 -0.728 -0.24 -1.03 -0.34
H 1.975 -4.336 -2.874 0.47 -0.62 0.15
C -6.736 -2.314 1.139 0.87 -0.37 0.73
C -2.447 3.955 7.771 0.32 -0.49 -0.06
H -3.862 -3.843 -3.695 0.09 0.45 0.19
H 3.710 -0.244 -2.346 0.38 0.05 -0.43
H 1.683 3.028 -3.718 0.60 -0.16 -0.39
H 0.120 1.872 4.840 0.03 0.14 -0.16
H -2.078 -0.866 2.612 0.52 0.16 0.42
H 1.209 -4.048 -4.927 0.02 0.10 -0.16
C 3.996 3.070 -3.511 -1.02 -0.22 -1.88
C 1.245 -4.807 -2.216 -0.31 0.48 -0.03
H 0.338 5.073 2.363 -0.04 0.23 0.37
H -2.150 3.886 8.817 0.36 -0.21 -0.11
C -3.497 -0.570 0.474 -1.38 -0.82 -1.84
H -3.117 -0.035 3.801 0.08 -0.13 0.06
C -2.937 4.868 5.105 1.33 -0.88 -1.52
H -6.765 -1.339 0.653 -0.14 -0.07 0.69
C 2.798 -1.645 1.631 2.36 0.65 -0.98
C -1.867 -2.942 -3.744 -0.09 -0.45 1.24
N 2.763 -2.476 2.864 -7.10 -7.50 0.70
H -2.712 -4.851 -2.825 0.12 0.07 -0.27
N 4.072 1.519 -3.662 0.84 -0.27 3.08
H 0.136 -0.280 -7.606 0.28 0.19 -0.11
H 3.246 -3.483 0.316 -0.75 0.07 0.41
N -4.446 -1.982 2.362 -4.05 1.17 6.87
H -5.984 0.340 1.611 -0.03 -0.28 0.09
F -2.122 2.845 -3.209 1.11 -1.67 1.23
H 1.408 -2.295 -3.013 0.32 0.38 0.43
H 1.381 -4.417 -1.207 -0.09 0.45 -0.09
O -0.622 -1.399 -6.078 -0.12 -0.33 1.79
O -4.748 -2.127 3.784 2.36 0.57 -9.64
F -2.414 0.437 -2.421 1.10 0.63 0.50
H -1.083 0.545 -6.644 -0.24 -0.44 0.12
H -5.422 -0.972 -0.769 0.06 0.29 0.62
C 3.112 1.524 -6.090 -1.08 -1.04 -0.10
H 4.058 1.586 -6.627 0.57 0.29 0.63
C -0.856 1.580 5.226 1.18 0.35 -0.37
H -0.389 5.704 4.645 0.04 -0.15 0.22
H 1.106 -0.210 1.874 -0.33 -0.78 0.89
H 0.222 -1.082 -3.398 -0.59 -0.10 0.11
H -4.670 1.390 1.681 0.12 0.31 0.38
H -2.349 0.876 2.519 -0.45 -0.08 -0.60
H 0.430 4.102 4.880 0.06 0.43 0.33
H 4.734 -0.842 2.055 0.11 -0.37 0.97
C 3.444 -0.690 4.487 0.29 -0.70 0.32
H -2.991 3.045 7.521 0.22 -0.25 0.07
H 2.282 -3.901 5.256 0.02 0.11 -0.05
C -0.436 4.628 4.478 0.45 -0.28 -1.13
N -0.273 -3.192 -3.649 -1.90 -0.72 0.83
H -2.075 -2.301 -4.601 0.36 -0.22 -0.02
H 0.456 -2.609 -7.099 0.73 -1.24 0.11
C -0.138 -4.498 -2.780 -0.52 0.72 0.30
H 4.169 0.949 3.502 -0.68 0.85 -0.11
C -0.280 4.348 2.892 -1.84 -1.32 1.89
H 2.782 3.704 -8.095 1.42 -0.23 0.90
C -5.200 -2.854 1.340 -0.34 -2.16 -0.15
H -0.509 -4.266 -5.275 0.27 0.06 -1.07
H -3.215 4.728 7.799 0.40 0.39 -0.50
C -5.294 -4.300 1.912 -0.30 -0.02 -0.50
H 5.642 1.246 -5.143 -0.12 0.68 0.20
H 3.928 -3.282 5.418 0.11 -0.07 -0.41
F -0.103 1.143 -3.401 -1.55 0.87 1.64
H 0.820 -1.170 5.550 0.77 0.06 -0.02
H -4.344 -4.834 1.909 0.26 0.40 0.40
C 0.038 2.580 1.399 0.01 1.18 -0.78
H 4.456 3.323 -4.466 -0.42 0.53 -0.21
H -0.571 -5.334 -3.330 0.34 0.25 -0.41
H -2.759 -4.695 -4.646 0.12 -0.61 0.24
C 2.547 3.584 -3.357 -0.19 0.80 1.36
H -2.520 -1.030 0.327 0.15 -0.27 0.64
H 2.324 0.729 3.281 0.32 0.49 0.04
H 2.068 1.031 -4.194 -0.08 1.06 -0.16
O 0.214 3.024 2.732 0.87 -0.02 0.39
H 1.433 -1.931 -5.823 -0.01 0.68 0.16
F -0.259 0.794 -0.966 -0.93 -0.27 -0.41
H 2.725 -2.671 6.425 -0.46 0.60 -0.27
C 2.565 -1.929 4.328 0.70 0.20 1.88
H 5.420 -0.020 -4.040 -0.10 -0.14 0.10
C 0.263 -3.524 -5.068 -1.07 0.30 0.93
N -1.632 4.072 5.311 0.83 -0.11 0.84
H 0.680 -1.839 1.091 -0.19 0.40 -0.10
H -2.926 5.918 5.397 0.52 -0.26 0.41
H 4.632 -2.666 0.742 0.05 0.28 1.13
H 6.690 1.190 -2.165 -0.47 0.12 -0.02
H -1.282 4.277 2.467 -0.25 0.87 -0.36
C 2.047 3.369 -7.363 -0.39 -1.04 -0.58
H 3.876 0.141 1.158 -0.91 0.55 -0.05
H -5.367 0.703 3.207 0.51 -0.27 0.03
H -2.064 -2.362 -2.842 0.17 0.23 -0.04
```
Positions in Å, forces in eV/Å.